# C3H6OS

An isolated molecule of C3H6OS at a distorted geometry (the ωB97M-V functional and the def2-TZVPD basis, OMol25).

Each line ends with the Mulliken charge.
CARTESIAN COORDINATES (ANGSTROEM)
C  -1.5191  -0.7801  0.4026  -0.66
C  0.3686  0.3262  -0.3503  -0.22
C  1.7993  0.6192  0.0652  -0.23
H  -2.3549  0.0605  0.3062  0.23
H  -1.8129  -1.4963  1.3380  0.20
H  -1.4815  -1.3665  -0.4522  0.36
H  0.3866  -0.2074  -1.4397  0.28
H  0.0290  1.4130  -0.6903  0.25
H  1.9967  0.5295  1.1620  0.28
O  -0.2968  -0.2069  0.7106  -0.26
S  2.8850  1.1089  -1.0520  -0.23

Calculated values
- E_LUMO (eV) = -0.28
- relative energy (zero: lowest compared OMol25 entry of this formula, charge and spin) (kcal/mol) = 54.61
- strongest force on any atom (eV/A) = 5.03
- structure (SMILES) = COCC=S
- 2S+1 = 1